96
Properties=species:S:1:pos:R:3:forces:R:3:mulliken_charge:R:1 method="wB97M-V/def2-TZVPD" gap_ev=7.31 charge=0
Zr -0.01536 -0.06345 -1.92012 0.302 1.835 -0.543 -2.715
Cl -0.08198 0.11951 -4.34311 -0.030 -0.084 -0.076 -0.421
P -0.40745 -2.59010 -1.82851 0.484 0.963 0.113 -0.010
C 0.68309 -3.15545 -3.21106 -0.536 -0.306 0.188 1.107
C -0.09530 -3.59630 -0.34437 -0.137 -0.278 -0.536 0.774
C -2.14110 -2.58052 -2.45063 0.503 -0.582 0.070 0.755
C 2.07564 -2.50054 -3.31711 0.258 -0.199 -0.083 -1.363
H 0.09219 -2.85774 -4.09699 0.258 -0.313 0.172 0.708
C 0.79499 -4.67584 -3.09332 0.227 -0.177 -0.657 -1.842
H 1.55914 -4.94006 -2.34730 -0.278 -0.035 -0.242 0.290
H 1.11194 -5.03831 -4.07651 0.103 -0.310 0.212 0.507
H -0.15696 -5.16086 -2.83860 0.398 0.062 -0.090 0.432
H 2.04972 -1.55045 -3.86286 -0.071 -0.266 0.252 0.187
H 2.72672 -3.18441 -3.88046 -0.140 0.063 0.035 0.501
H 2.55879 -2.30499 -2.34928 -0.288 -0.142 -0.316 0.137
H -2.03861 -2.00540 -3.39225 -0.066 -0.337 0.295 0.612
C -3.17160 -1.86243 -1.55976 -0.370 -0.034 0.387 -1.503
C -2.52224 -4.03602 -2.73328 -0.752 0.141 -0.296 -1.665
H -2.02919 -4.40669 -3.63901 -0.120 -0.039 0.241 0.317
H -3.60583 -4.06383 -2.88725 0.072 -0.302 -0.112 0.497
H -2.28507 -4.68918 -1.87830 -0.109 0.187 -0.299 0.332
H -2.78919 -1.08838 -0.87692 0.110 -0.471 -0.425 0.096
H -3.72450 -2.58678 -0.94794 0.041 0.037 -0.216 0.380
H -3.87159 -1.33386 -2.22140 0.015 -0.222 0.233 0.367
C 1.34754 -3.31063 0.16542 -0.030 -0.029 0.122 -1.425
H -0.15148 -4.62309 -0.73524 0.221 0.015 0.460 1.280
C -1.22073 -3.41982 0.68474 -0.286 -0.036 0.251 -1.851
H 2.12101 -3.68805 -0.52084 -0.362 -0.067 0.168 0.449
H 1.45964 -3.79045 1.14658 0.067 -0.001 -0.298 0.449
H 1.55660 -2.23739 0.31435 -0.303 -0.513 -0.195 -0.179
H -1.47979 -2.36488 0.85168 0.148 -0.682 -0.100 0.158
H -0.84255 -3.83003 1.62928 -0.502 0.028 -0.301 0.596
H -2.16483 -3.90351 0.40101 0.383 -0.247 -0.147 0.295
H 1.80440 -0.25324 -1.88011 1.002 -0.304 0.294 0.122
H -1.78033 0.39089 -1.76494 -1.057 0.264 0.581 0.370
P 0.36599 2.74428 -1.77619 -0.918 -2.679 -2.731 0.029
C -0.87146 3.32311 -3.03587 0.942 1.072 0.414 1.077
C 0.23462 3.73621 -0.23619 0.149 0.219 -0.280 0.691
C 2.04497 2.69880 -2.58721 -0.645 1.214 0.314 0.705
C -2.25501 2.64990 -3.00644 -0.112 0.288 -0.081 -1.448
H -0.38715 3.06354 -3.99796 -0.159 0.324 0.359 0.809
C -0.97534 4.84068 -2.83636 -0.379 0.154 -0.892 -1.758
H -1.64383 5.06046 -1.98647 0.256 0.083 -0.404 0.287
H -1.39437 5.24955 -3.76241 -0.165 0.426 0.302 0.490
H 0.00639 5.31051 -2.66754 -0.474 -0.081 -0.071 0.385
H -2.25544 1.68519 -3.52844 0.064 0.320 0.306 0.163
H -2.95504 3.31308 -3.54028 0.114 -0.097 0.119 0.504
H -2.63979 2.48452 -1.98788 0.182 0.094 -0.404 0.135
H 1.84349 2.15631 -3.53281 -0.094 0.437 0.432 0.545
C 3.14644 1.93225 -1.83726 0.384 0.054 0.385 -1.384
C 2.42332 4.16310 -2.84661 0.777 -0.222 -0.401 -1.653
H 1.81172 4.58790 -3.65267 0.189 0.014 0.243 0.316
H 3.47797 4.19151 -3.14453 -0.073 0.357 -0.096 0.493
H 2.30970 4.77073 -1.93108 0.095 -0.187 -0.379 0.307
H 2.81361 1.22369 -1.06547 -0.068 0.413 -0.415 -0.049
H 3.84471 2.63275 -1.35978 -0.061 -0.026 -0.160 0.405
H 3.69775 1.33060 -2.57327 0.006 0.194 0.287 0.318
C -1.16681 3.47206 0.39762 -0.174 -0.059 0.202 -1.404
H 0.29042 4.80067 -0.55292 -0.110 -0.511 0.423 0.994
C 1.42549 3.46819 0.72000 0.014 -0.258 0.306 -1.569
H -1.97551 4.05319 -0.07261 0.481 0.096 0.207 0.371
H -1.12865 3.71352 1.47216 -0.124 0.282 -0.286 0.352
H -1.54362 2.43582 0.35442 0.554 0.298 -0.242 -0.163
H 1.58370 2.42016 0.98937 -0.241 0.250 -0.365 0.180
H 1.22118 3.95832 1.68516 0.288 0.316 -0.322 0.511
H 2.40628 3.75872 0.31626 -0.457 0.429 0.077 0.189
O 0.33288 1.08032 -0.24185 -0.869 -1.645 5.517 0.775
C 0.03157 0.49829 0.92321 1.029 0.404 -1.842 -1.718
N 0.00109 1.08059 2.14002 0.097 1.576 -0.934 1.096
C 0.02613 0.04524 3.13653 0.358 1.546 -0.841 1.288
C -0.00850 -1.16846 2.30988 -0.216 -0.466 -3.064 -0.828
O 0.18142 -2.27263 2.71747 -0.132 -0.927 0.928 -0.569
N -0.14360 -0.80622 0.94712 0.419 -0.050 0.800 1.280
C 1.38920 0.07084 3.79248 -1.197 0.791 0.321 -0.276
C 2.38020 -0.80024 3.39466 1.126 -1.156 0.509 0.042
C 3.44419 -1.04732 4.27421 -0.386 0.987 0.020 -1.020
C 3.56445 -0.22902 5.41403 0.666 -0.583 0.131 -0.526
C 2.68556 0.82538 5.63966 -0.506 0.660 -0.129 -0.754
C 1.57578 1.00419 4.79572 1.194 -0.728 0.722 -0.242
C -1.29167 0.01772 3.83756 1.125 -0.388 0.924 0.696
C -1.23941 -0.44208 5.13837 -1.326 -0.166 0.113 -0.609
C -2.44475 -0.78582 5.75993 0.237 0.086 0.082 -0.949
C -3.63620 -0.64108 5.04505 -0.800 0.001 -0.071 -0.467
C -3.66190 -0.16510 3.71557 0.583 0.037 0.290 -0.885
C -2.44970 0.15286 3.08964 -1.045 0.076 0.378 -0.116
H -0.04223 2.07964 2.37546 0.225 -1.005 -0.498 0.303
H 2.33163 -1.38387 2.46656 -0.213 0.190 0.646 0.266
H 4.12056 -1.87842 4.06913 0.003 0.448 0.098 0.449
H 4.38631 -0.42033 6.12776 -0.569 0.162 -0.449 0.349
H 2.79824 1.51019 6.48899 0.200 -0.389 -0.339 0.384
H 0.85153 1.79986 4.92857 -0.030 -0.149 0.329 0.445
H -0.26077 -0.55324 5.58204 -0.207 -0.143 0.323 0.472
H -2.42070 -1.16963 6.79012 -0.247 0.193 -0.558 0.388
H -4.60294 -0.90401 5.51807 0.761 0.168 -0.266 0.337
H -4.60103 -0.03631 3.16530 0.351 -0.175 0.367 0.423
H -2.41880 0.49164 2.04641 -0.030 -0.187 0.510 0.403